Model P:
C3H5NO2S2 | the ωB97M-V functional and the def2-TZVPD basis

Last columns: bonded neighbours and bond lengths (Å).
Atoms and positions in Å:
1 C 0.40644 -1.48569 -0.27252  N9 1.294, S12 1.665, S13 1.768
2 C 0.52597 1.41688 -0.74637  C3 1.519, H6 1.105, H7 1.071, S13 1.873
3 C -0.85260 1.89390 -0.32109  C2 1.519, H8 1.164, O11 1.238
4 H 0.05684 -2.84703 1.49538  O10 1.030
5 H -0.37788 -0.19542 0.94824  N9 0.986
6 H 0.95921 2.08952 -1.50782  C2 1.105
7 H 1.17321 1.37604 0.10589  C2 1.071
8 H -1.34836 2.84481 -0.77258  C3 1.164
9 N 0.02916 -1.09219 0.90133  C1 1.294, H5 0.986, O10 1.332
10 O -0.34872 -1.96338 1.83502  H4 1.030, N9 1.332
11 O -1.48248 1.32113 0.57736  C3 1.238
12 S 0.58547 -3.08295 -0.70906  C1 1.665
13 S 0.67374 -0.27561 -1.53379  C1 1.768, C2 1.873

Gap between HOMO and LUMO in Ha: 0.3124
Structure (SMILES): O=CCSC(=S)NO
Total charge: 0
HOMO energy in eV: -8.83
2S+1: 1


Model Q:
C3H5NO2S2 | the ωB97M-V functional and the def2-TZVPD basis

Last columns: bonded neighbours and bond lengths (Å).
Atoms and positions in Å:
1 C 1.48470 -1.17537 0.06946  H4 1.095, N9 1.416, S12 1.709
2 C 0.01482 1.54136 -0.15693  H6 1.151, H7 1.023, O10 1.545, O11 1.364
3 C -1.70842 -0.15575 -0.51494  H8 1.103, O11 1.547, S13 1.651
4 H 1.74958 -2.18329 0.40621  C1 1.095
5 H -0.43097 -1.38216 1.28291  N9 1.196
6 H 0.35736 2.55661 0.26393  C2 1.151
7 H 0.56128 1.20951 -0.95561  C2 1.023
8 H -0.89496 -0.73982 -0.97665  C3 1.103
9 N 0.26674 -0.68819 0.60280  C1 1.416, H5 1.196, O10 1.324
10 O 0.43455 0.57282 0.97127  C2 1.545, N9 1.324
11 O -1.32862 1.30832 -0.18789  C2 1.364, C3 1.547
12 S 2.75801 -0.22551 -0.56014  C1 1.709
13 S -3.26407 -0.63852 -0.24442  C3 1.651

Gap between HOMO and LUMO in Ha: 0.2975
Structure (SMILES): S=CNOCOC=S
Total charge: 0
HOMO energy in eV: -9.06
2S+1: 1


Model R:
C3H5NO2S2 | the ωB97M-V functional and the def2-TZVPD basis

Last columns: bonded neighbours and bond lengths (Å).
Atoms and positions in Å:
1 C -0.18805 -1.29929 0.75516  C2 1.586, H5 1.056, H6 1.152, O10 1.345
2 C 0.02399 -0.03403 -0.17744  C1 1.586, C3 1.461, N9 1.232
3 C 0.69631 0.99831 0.60839  C2 1.461, O11 1.454, S13 1.653
4 H -2.02786 -1.68634 0.30212  O10 1.028
5 H 0.57700 -1.21241 1.47842  C1 1.056
6 H 0.27975 -2.10829 0.08119  C1 1.152
7 H -1.14257 -0.04275 -3.39881  S12 1.448
8 H -0.52683 2.12773 -0.44540  O11 0.987
9 N -0.34599 0.22084 -1.32486  C2 1.232, S12 1.582
10 O -1.45007 -1.55593 1.14222  C1 1.345, H4 1.028
11 O 0.28560 2.29352 0.08963  C3 1.454, H8 0.987
12 S -1.01458 -0.88996 -2.23161  H7 1.448, N9 1.582
13 S 1.72612 0.73280 1.87442  C3 1.653

Gap between HOMO and LUMO in Ha: 0.3014
Structure (SMILES): OC/C(=N\S)C(O)=S
Total charge: 0
HOMO energy in eV: -9.16
2S+1: 1


model P ends up most stable, edging out the next structure by 10.8 kcal/mol.


Model P:
C2H2FO2P | the ωB97M-V functional and the def2-TZVPD basis

Last columns: bonded neighbours and bond lengths (Å).
Atoms and positions in Å:
1 C 0.63175 0.67388 0.08100  C2 1.220, O3 1.303
2 C -0.00381 -0.13127 -0.57904  C1 1.220, P6 1.720
3 O 1.23316 1.48966 0.90070  C1 1.303, O4 1.485
4 O 1.17251 1.10772 2.33459  O3 1.485, F5 1.389
5 F -0.12420 0.85367 2.76314  O4 1.389
6 P -1.02337 -1.36388 -1.21019  C2 1.720, H7 1.430, H8 1.382
7 H -0.14920 -1.99718 -2.14867  P6 1.430
8 H -1.73684 -0.63261 -2.14152  P6 1.382

Gap between HOMO and LUMO in Ha: 0.3295
Structure (SMILES): FOOC#CP
Total charge: 0
HOMO energy in eV: -9.62
2S+1: 1


Model Q:
C2H2FO2P | the ωB97M-V functional and the def2-TZVPD basis

Last columns: bonded neighbours and bond lengths (Å).
Atoms and positions in Å:
1 C -1.63973 -2.08222 -0.84473  O4 1.121
2 C 1.20439 2.33983 1.48253  P6 1.621, H7 1.101
3 O -0.39179 0.03393 0.87677  P6 1.462
4 O -2.29421 -2.95284 -0.58117  C1 1.121
5 F 0.45684 -0.37503 -1.78469  H8 0.879
6 P 0.77373 0.91510 0.84034  C2 1.621, O3 1.462
7 H 2.08989 2.99483 1.49039  C2 1.101
8 H -0.19912 -0.87359 -1.47944  F5 0.879

Gap between HOMO and LUMO (spin up / spin down) in Ha: 0.2928 / 0.2928
Total charge: 0
HOMO energy (spin up / spin down) in eV: -9.86 / -9.86
2S+1: 1


model Q ends up most stable, edging out the next structure by 122.6 kcal/mol.